[1]
Entry from OMol25: a cluster of 13 separate species, C23H72N6O19 in total (ωB97M-V with the def2-TZVPD basis set).

The geometry in ORCA input format:
```
! wB97M-V def2-TZVPD RIJCOSX def2/J DEFGRID3
* xyz 0 1
O -0.74 1.72 -3.16
O 5.31 2.56 0.05
O 3.64 0.70 2.42
O 0.89 4.03 -2.75
O -2.30 1.59 3.63
O 1.78 1.71 -4.39
O -1.10 -1.83 0.11
O 3.48 4.26 -1.64
O 4.80 -0.94 -2.77
O -3.39 2.04 -1.67
O -0.01 -5.96 1.73
O -1.45 -1.76 2.82
O -4.45 -0.37 3.52
O -0.39 6.98 -2.78
O 1.39 2.86 1.72
O -1.95 -3.02 -2.36
O 0.56 1.19 -0.71
O -4.38 -3.96 -1.18
O -5.83 -1.99 0.38
N -1.00 -3.76 3.64
N 2.58 4.69 1.26
N -0.61 2.72 4.49
N 1.22 4.79 2.83
N -2.91 -2.95 3.95
N -0.29 0.72 3.70
C 1.41 -5.70 -0.14
C 3.13 -1.83 -1.39
C -4.76 0.05 -1.96
C -4.95 -1.75 1.54
C 1.28 0.46 -3.97
C -4.21 1.35 -2.62
C -1.16 1.65 3.94
C -0.01 -1.03 -0.16
C 4.61 -1.81 -1.66
C 1.61 4.05 1.82
C 4.50 3.40 -2.09
C -0.23 0.60 -3.87
C 0.15 6.15 -1.72
C 4.71 2.20 -1.14
C 0.52 -4.95 0.93
C -3.10 -4.37 -0.78
C 2.73 -0.39 2.64
C -5.22 -0.47 2.33
C -1.76 -2.74 3.45
C -0.11 4.71 -1.93
C 3.37 -1.66 2.13
C -0.44 0.43 -0.14
C -2.18 -4.36 -1.99
H -0.05 -3.76 3.29
H -3.52 -2.16 3.76
H 1.89 -0.16 1.99
H -1.62 -2.63 -1.54
H -1.24 -1.78 1.06
H -2.49 2.02 -2.00
H 1.68 0.20 -2.99
H 2.75 4.18 -2.25
H 3.15 4.12 0.65
H -0.13 4.20 -0.97
H -3.18 -3.78 4.45
H -0.22 1.74 -2.35
H -0.57 -0.29 -3.35
H -1.31 -4.54 4.20
H 0.35 2.70 4.80
H -1.19 -4.68 -1.69
H 0.69 4.20 3.45
H -1.26 3.49 4.52
H 0.42 -6.20 2.55
H -3.66 1.23 -3.56
H 0.84 -6.39 -0.76
H 5.22 -1.37 -0.87
H 5.74 -0.85 -2.95
H -4.59 -3.19 -0.66
H 1.56 -0.28 -4.73
H 1.21 6.29 -1.52
H -4.78 0.30 1.70
H 5.47 1.77 0.59
H -0.27 -4.31 0.54
H -0.40 6.48 -0.83
H -3.29 -5.34 -0.31
H -5.57 0.26 -1.26
H 1.03 1.70 -0.04
H -6.73 -1.70 0.57
H -5.15 -2.58 2.22
H -6.29 -0.37 2.50
H 2.23 -6.25 0.32
H 0.25 -1.28 -1.19
H -2.76 -3.69 0.00
H 0.81 -1.29 0.50
H 3.28 1.34 1.80
H 2.61 5.70 1.29
H 3.75 1.68 -1.11
H -3.93 -0.44 -1.44
H -1.08 4.59 -2.41
H 2.91 -2.49 -0.56
H 0.74 4.10 -3.70
H 2.79 -0.84 -1.09
H -5.02 -0.54 -2.84
H -0.69 0.77 0.87
H 2.64 -2.30 1.61
H 1.32 -4.34 1.34
H -0.47 0.63 -4.93
H -3.93 -1.95 1.20
H -3.66 0.12 3.27
H -2.53 -5.02 -2.79
H -1.29 0.60 -0.79
H 2.50 -2.22 -2.19
H 1.25 5.79 2.94
H 2.03 -4.99 -0.69
H -5.06 2.00 -2.79
H 5.40 1.45 -1.53
H 4.24 -1.37 1.54
H 4.13 3.05 -3.05
H 1.37 2.42 -3.89
H 0.15 6.83 -3.56
H 3.77 -2.15 3.01
H 5.05 -2.77 -1.94
H 5.43 3.92 -2.35
H 0.68 0.85 3.93
H -0.63 -0.15 3.30
H 2.49 -0.32 3.70
*
```

## Properties
Calculated total energy, eV: -72858.4231
E_HOMO, eV: -9.05
F_max, eV/Å: 5.31
Gap between HOMO and LUMO, eV: 9.17
E_LUMO, eV: 0.118

[2]
Entry from OMol25: a structure of composition C60H41MoN6O2S (ωB97M-V with the def2-TZVPD basis set).

The geometry in ORCA input format:
```
! wB97M-V def2-TZVPD RIJCOSX def2/J DEFGRID3
* xyz 1 3
Mo -0.40 0.30 0.29
S 2.49 0.85 -2.72
O 1.47 0.88 -3.99
O 3.33 2.01 -2.84
N -1.96 -0.17 1.55
N -1.90 1.36 -0.59
N 0.05 -1.73 0.70
N 0.75 1.64 0.04
N 0.34 1.26 2.50
N 0.04 -0.26 -1.63
C 2.44 3.36 0.42
C -4.70 -4.88 2.76
C -3.16 3.25 -0.73
C 5.17 0.46 0.53
C -2.79 2.13 1.52
C 0.09 1.02 3.77
C -1.71 2.47 -4.98
C 2.02 -1.25 -0.54
C -3.97 -3.81 2.28
C -3.28 3.22 2.38
C -2.59 -3.74 2.51
C -2.01 1.26 -4.35
C -3.39 0.39 3.25
C -2.56 2.31 0.15
C 1.29 -0.42 -1.32
C -2.09 1.64 -1.91
C 4.69 -0.82 -2.82
C 0.51 -0.17 -4.03
C -2.91 2.80 -2.01
C -2.65 0.87 2.12
C -2.28 2.76 -6.21
C 1.48 2.44 0.81
C -0.09 -3.99 0.75
C 5.90 -0.60 1.06
C -3.14 1.87 -6.81
C -3.42 0.66 -6.20
C -1.98 -4.75 3.24
C 1.13 -2.26 0.06
C 3.37 -0.64 -3.19
C -0.70 -2.79 1.16
C 2.57 -1.71 -3.56
C 1.24 2.22 2.21
C 4.41 -3.20 -3.04
C 3.37 -1.05 -0.05
C -4.62 3.34 2.74
C 5.21 -2.10 -2.76
C 1.15 -1.57 -4.06
C -0.43 0.09 -2.86
C 5.36 -1.88 1.03
C 0.71 1.72 4.81
C 1.06 -3.65 0.06
C -2.72 -5.81 3.73
C 4.93 -4.59 -2.82
C -4.05 5.11 4.26
C 4.11 -2.10 0.50
C 2.88 3.94 2.74
C -4.08 -5.88 3.49
C 1.64 2.69 4.52
C 3.12 -2.98 -3.50
C 3.93 0.24 -0.03
C -2.72 5.00 3.89
C 3.11 4.11 1.39
C -3.20 -0.96 3.29
C -1.84 -2.59 1.96
C -2.30 -1.30 2.24
C -2.86 0.35 -4.97
C -1.48 0.95 -3.00
C 1.94 2.97 3.18
C -5.00 4.29 3.67
C -2.33 4.06 2.95
H -3.59 2.11 -7.77
H 5.93 -2.70 1.44
H -4.09 -0.05 -6.68
H 5.29 0.04 -2.55
H -1.98 5.65 4.34
H -0.04 0.02 -4.97
H -4.00 0.99 3.89
H -4.46 -3.04 1.70
H 4.12 -5.31 -2.85
H -5.76 -4.94 2.55
H 5.66 -4.86 -3.58
H -3.73 4.10 -0.44
H -2.23 -6.58 4.31
H 1.76 -4.33 -0.40
H -0.63 0.24 4.00
H 0.50 -2.26 -3.51
H 3.84 4.84 1.06
H -0.46 -4.98 0.94
H 2.51 -3.83 -3.78
H 5.56 1.46 0.54
H -4.66 -6.71 3.87
H -3.25 3.25 -2.92
H 3.70 -3.10 0.51
H 0.45 1.49 5.83
H -1.03 3.16 -4.51
H 6.86 -0.42 1.51
H -2.05 3.70 -6.69
H -1.30 3.97 2.66
H -4.35 5.82 5.01
H 3.37 1.07 -0.42
H 6.23 -2.25 -2.44
H 5.42 -4.64 -1.85
H -5.35 2.69 2.28
H -0.92 -4.69 3.45
H 1.16 -1.92 -5.10
H 2.66 3.49 -0.63
H -3.62 -1.65 4.00
H -6.04 4.38 3.95
H 2.15 3.22 5.31
H 3.40 4.53 3.47
H -3.08 -0.59 -4.49
*
```

## Properties
Calculated total energy, eV: -88605.1677
⟨S²⟩: 2.15
E_HOMO (spin up / spin down), eV: -8.61 / -9.68
F_max, eV/Å: 2.41
Gap between HOMO and LUMO (spin up / spin down), eV: 5.16 / 5.57
E_LUMO (spin up / spin down), eV: -3.444 / -4.105

[3]
Entry from OMol25: an isolated molecule of C4H11N3O (ωB97M-V with the def2-TZVPD basis set).

The geometry in ORCA input format:
```
! wB97M-V def2-TZVPD RIJCOSX def2/J DEFGRID3
* xyz 0 1
O 2.86 -0.12 -0.23
N -1.97 -0.08 0.27
N -2.26 -1.22 -0.51
N -0.90 1.93 -0.53
C 0.56 -1.25 1.05
C -0.70 0.65 -0.01
C 0.44 0.06 0.31
C 1.81 0.78 0.02
H 2.59 -0.73 -0.92
H -0.23 -1.32 1.79
H -2.75 0.57 0.20
H -1.84 -1.16 -1.44
H -0.08 2.51 -0.60
H 0.49 -2.11 0.38
H 1.71 1.48 -0.83
H 2.12 1.36 0.90
H 1.52 -1.29 1.55
H -1.51 1.98 -1.34
H -1.87 -2.04 -0.05
*
```

## Properties
Calculated total energy, eV: -10842.5564
E_HOMO, eV: -7.98
ΔE to the lowest compared entry with this formula, charge and spin, kJ/mol: 256.2
F_max, eV/Å: 2.55
Gap between HOMO and LUMO, eV: 8.71
E_LUMO, eV: 0.730

[4]
Entry from OMol25: an isolated molecule of C4H7N3O (ωB97M-V with the def2-TZVPD basis set).

The geometry in ORCA input format:
```
! wB97M-V def2-TZVPD RIJCOSX def2/J DEFGRID3
* xyz 0 1
O -0.80 2.53 0.05
N -1.81 0.50 -0.26
N 1.58 1.07 0.05
N 0.35 0.52 0.26
C 0.07 -0.87 -0.03
C -0.77 1.32 0.03
C 2.56 0.28 -0.10
C -1.49 -0.90 0.12
H -2.78 0.92 -0.25
H -1.75 -1.07 1.18
H 3.54 0.74 -0.14
H -2.02 -1.58 -0.52
H 2.41 -0.81 -0.21
H 0.46 -1.16 -0.98
H 0.46 -1.49 0.82
*
```

## Properties
Calculated total energy, eV: -10778.3126
E_HOMO, eV: -9.28
ΔE to the lowest compared entry with this formula, charge and spin, kJ/mol: 138.4
F_max, eV/Å: 2.50
Gap between HOMO and LUMO, eV: 10.01
E_LUMO, eV: 0.735

[5]
Entry from OMol25: a structure of composition C41H67AsFMnN4P3Si (ωB97M-V with the def2-TZVPD basis set).

The geometry in ORCA input format:
```
! wB97M-V def2-TZVPD RIJCOSX def2/J DEFGRID3
* xyz 0 6
As -3.19 -2.89 -0.77
Mn -0.72 -1.01 0.37
P 2.74 -0.36 -1.03
P 0.07 -0.32 2.57
P -2.81 1.31 -0.59
Si 0.66 2.04 -0.10
F -0.07 0.68 -0.72
N 1.35 -4.82 -0.80
N 0.93 -4.90 -3.10
N 2.06 -6.62 -2.02
N 0.10 -2.76 -0.34
C -4.23 1.94 -3.05
C 0.68 -1.78 3.64
C 2.19 3.63 -1.89
C 1.89 1.38 3.89
C 3.30 3.97 -2.65
C 1.24 -1.34 -3.15
C -1.72 1.72 3.11
C 1.47 -5.40 -1.95
C 1.98 -1.64 4.41
C -3.01 4.11 -0.42
C 3.63 -1.04 -3.77
C 1.55 1.87 1.51
C 3.17 3.14 2.85
C -4.59 1.53 -0.04
C -4.64 1.93 1.43
C 0.69 -3.73 -0.59
C 2.68 -1.38 -2.62
C 4.27 3.02 -2.90
C 1.26 1.05 2.67
C 2.82 2.39 4.00
C 5.64 -1.12 -0.98
C -1.25 5.65 0.07
C 2.03 2.34 -1.38
C -2.59 -4.74 -1.09
C 0.79 -3.01 2.72
C -1.76 1.81 -3.18
C -1.34 0.34 3.65
C -1.12 0.43 5.16
C -0.76 3.27 -0.15
C 4.58 0.15 0.92
C 4.11 1.73 -2.43
C -5.30 0.19 -0.23
C -2.14 3.02 -0.38
C 3.00 1.36 -1.68
C 4.35 -0.86 -0.21
C 2.53 2.88 1.66
C -2.59 5.41 -0.23
C -3.00 1.24 -2.48
C -3.12 -2.89 1.21
C -0.37 4.59 0.12
C -5.09 -3.42 -0.90
H -6.36 0.28 0.04
H -2.33 -2.21 1.56
H 2.80 3.48 0.79
H 3.41 4.98 -3.02
H -5.76 -2.64 -0.52
H -4.07 -2.56 1.63
H 2.36 -2.63 4.66
H 1.00 -0.32 -3.49
H -0.85 -0.54 5.60
H -1.75 2.90 -3.11
H -3.29 6.23 -0.30
H -0.92 2.44 3.31
H 5.51 -1.89 -1.74
H 4.91 1.11 0.52
H -0.92 6.66 0.26
H 1.86 -1.09 5.34
H 1.12 -2.01 -4.01
H 3.65 0.33 1.47
H -5.35 -3.62 -1.94
H -4.23 3.00 -2.80
H -1.77 1.54 -4.24
H 2.75 -1.13 3.81
H -2.90 -3.90 1.57
H 4.68 -1.08 -3.49
H 0.66 4.78 0.39
H 3.47 -1.76 -4.58
H -2.94 -5.06 -2.07
H 1.05 -3.90 3.30
H 0.66 -3.93 -3.08
H 6.03 -0.22 -1.45
H -2.64 2.08 3.56
H 0.52 -1.62 -2.39
H -4.17 1.16 2.05
H -0.14 -3.21 2.20
H 2.54 -6.91 -1.18
H 1.28 -5.24 -3.98
H -5.09 2.28 -0.64
H -0.83 1.44 -2.75
H 4.88 1.00 -2.66
H -4.07 3.95 -0.60
H -5.68 2.03 1.75
H -5.17 1.50 -2.72
H -2.18 -0.34 3.47
H 2.46 -6.90 -2.89
H -1.85 1.68 2.02
H -4.13 2.88 1.61
H -2.05 0.75 5.64
H 3.28 2.60 4.95
H -3.02 -5.40 -0.33
H 1.65 0.83 4.78
H 5.16 3.28 -3.47
H 1.57 -2.85 1.97
H -4.20 1.87 -4.14
H 5.33 -0.21 1.63
H 4.06 -1.82 0.25
H -5.24 -0.17 -1.26
H 3.93 3.92 2.91
H -3.06 0.17 -2.71
H 2.89 -2.40 -2.26
H -0.14 -1.98 4.34
H -5.25 -4.33 -0.32
H -1.51 -4.83 -1.07
H 6.41 -1.47 -0.29
H 1.43 4.37 -1.69
H 3.41 -0.05 -4.16
H -4.84 -0.55 0.42
H -0.35 1.15 5.41
*
```

## Properties
Calculated total energy, eV: -180185.1077
⟨S²⟩: 8.81
E_HOMO (spin up / spin down), eV: -3.16 / -4.72
ΔE to the lowest compared entry with this formula, charge and spin, kJ/mol: 200.1
F_max, eV/Å: 1.34
Gap between HOMO and LUMO (spin up / spin down), eV: 3.08 / 4.64
E_LUMO (spin up / spin down), eV: -0.078 / -0.079

[6]
Entry from OMol25: a cluster of 5 separate species, C21H49FNO12 in total (ωB97M-V with the def2-TZVPD basis set).

The geometry in ORCA input format:
```
! wB97M-V def2-TZVPD RIJCOSX def2/J DEFGRID3
* xyz 1 1
F 0.15 1.41 -6.66
O -2.19 -2.14 0.79
O -1.67 1.02 -3.82
O -2.77 1.92 -0.19
O 0.36 -1.05 3.20
O 2.93 -0.58 2.04
O -1.57 2.93 1.86
O 2.68 1.07 -0.15
O -0.19 0.14 -2.44
O 0.08 -2.41 -0.62
O 0.13 0.07 -4.72
O 1.18 3.04 1.47
O 1.78 -4.33 -2.36
N -0.22 0.46 0.67
C 2.55 -0.65 3.47
C 0.62 3.28 2.67
C -2.19 -3.23 -0.10
C -3.72 1.39 -1.17
C -0.60 0.66 -5.85
C 1.41 -2.51 -0.81
C 1.38 4.02 0.56
C -3.59 2.29 1.07
C 1.90 -2.81 -2.25
C -0.61 -3.57 -0.29
C 3.88 0.55 0.30
C -0.71 -1.73 3.59
C -2.75 3.29 1.75
C 3.69 0.36 1.69
C -0.45 0.44 -3.57
C -1.75 1.47 -5.17
C 2.66 1.15 -1.61
C 2.00 -4.90 -3.60
C 1.52 -1.81 3.50
C -3.53 -1.94 1.25
C -0.72 3.82 2.68
H 1.83 -1.51 -0.56
H -0.08 -4.16 -1.00
H -3.72 -1.15 2.17
H 2.03 3.69 -0.28
H 1.35 -2.24 4.53
H 2.97 -4.93 -3.90
H -0.83 -2.78 3.31
H -3.87 -2.77 1.85
H 0.96 0.28 0.77
H 1.73 -4.00 -4.16
H 4.17 -0.29 -0.31
H 0.42 4.51 0.21
H -0.55 0.71 1.58
H 3.55 2.00 -1.72
H -0.78 5.00 2.49
H -4.33 -1.83 0.48
H 1.13 -5.79 -3.82
H 3.37 -0.70 4.11
H 1.34 -2.27 -2.93
H 0.58 2.30 3.39
H 2.89 -2.51 -2.35
H -4.66 2.66 0.99
H -0.20 -3.94 0.67
H -1.02 -0.27 -6.34
H 1.77 1.46 -2.04
H -2.44 -4.14 0.38
H -0.94 -1.78 4.79
H 1.40 3.71 3.34
H 3.20 1.41 2.03
H -3.87 1.19 1.76
H -0.15 1.20 0.06
H 1.92 4.90 1.03
H 2.12 0.38 3.80
H 1.96 -2.94 0.03
H 2.88 0.32 -2.13
H -1.56 2.57 -5.36
H -1.15 3.89 3.75
H -4.77 1.95 -1.02
H -3.25 1.18 -2.06
H -1.62 -1.49 3.07
H 4.52 1.37 0.08
H -3.15 3.39 2.74
H 4.65 0.22 2.17
H -2.57 1.14 -5.39
H -2.80 4.40 1.44
H -0.88 -0.21 0.26
H -3.94 0.39 -0.85
H 1.59 -2.73 2.88
H -2.86 -2.89 -1.09
*
```

## Properties
Calculated total energy, eV: -51327.8573
E_HOMO, eV: -11.58
ΔE to the lowest compared entry with this formula, charge and spin, kJ/mol: 36.4
F_max, eV/Å: 10.67
Gap between HOMO and LUMO, eV: 9.96
E_LUMO, eV: -1.618